This record from OMol25 describes C6H9NO in the gas phase at a distorted geometry. The level of theory is ωB97M-V/def2-TZVPD.

The calculation puts the total energy at -363.9789 hartree. The SMILES is C=C/C(N)=C(/C)C=O. The value obtained for the energy above the lowest of the compared OMol25 structures with the same formula, charge and spin is 28.4 kcal/mol. The gap between HOMO and LUMO is 0.3338 hartree.

Geometry as ORCA input:
```
! RIJCOSX wB97M-V def2-TZVPD def2/J DEFGRID3
* xyz 0 1
C -2.1359 0.2257 1.5007
C -1.6271 -0.0278 0.2885
C -0.3230 0.4307 -0.1607
N -0.2308 1.7981 -0.3430
C 0.6979 -0.4252 -0.3906
C 2.0202 -0.0209 -0.9801
C 0.5661 -1.8837 -0.0926
O 1.4303 -2.7024 -0.3823
H -1.5869 0.7882 2.2491
H -3.1254 -0.1333 1.7671
H -2.2114 -0.5906 -0.4378
H 0.7038 2.1699 -0.1970
H -0.9331 2.3226 0.1737
H 2.7580 0.1358 -0.1872
H 2.4048 -0.7849 -1.6643
H 1.9447 0.8988 -1.5696
H -0.3522 -2.2010 0.4263
*
```